1.
# C41H46CsN3O4

A structure of composition C41H46CsN3O4 (the ωB97M-V functional and the def2-TZVPD basis, the OMol25 dataset).

- HOMO-LUMO gap (eV) = 4.863
- calculated total energy (eV) = -56470.8266
- maximum force (eV Å⁻¹) = 0.7
- total charge = -2
- ΔE to the lowest compared entry with this formula, charge and spin (kcal per mole) = 6.4

Each line ends with the Löwdin charge.
Atoms and positions in Å:
1 Cs 0.749 1.999 -0.030  1.0700
2 O -0.159 -0.054 -1.648  -0.4303
3 O -0.008 0.362 2.366  -0.3118
4 O -2.805 -0.384 1.065  -0.0093
5 O -2.937 -1.876 -0.596  -0.0344
6 N 3.773 1.990 2.079  -0.0733
7 N 4.139 2.324 -0.718  -0.0157
8 N 1.348 3.120 3.107  -0.0154
9 C 2.794 -3.568 1.388  -0.1179
10 C 1.244 -4.598 -2.152  -0.1009
11 C -2.561 -0.220 -4.952  -0.0974
12 C -3.136 -2.992 3.903  -0.1032
13 C -1.693 -1.331 -2.986  -0.1247
14 C -0.563 -0.827 2.009  -0.4746
15 C -3.591 -0.752 -0.033  -0.5955
16 C 0.538 7.240 -2.598  -0.1774
17 C 0.760 -3.004 2.545  -0.0273
18 C 0.952 6.238 -1.722  -0.2336
19 C -0.684 7.134 -3.248  -0.1777
20 C 0.212 5.073 -1.417  -0.2149
21 C -2.448 -2.453 -3.330  -0.0348
22 C -3.256 -2.456 -4.457  -0.1050
23 C 0.343 -2.347 -2.078  -0.1248
24 C 5.177 1.720 0.115  -0.2782
25 C -4.953 -1.207 0.457  0.0144
26 C 2.403 -4.139 -2.759  -0.1262
27 C -0.737 -1.263 -1.757  -0.4636
28 C -2.327 -2.502 2.891  -0.0476
29 C -1.437 -0.628 0.696  -0.1668
30 C -3.320 -1.334 -5.275  -0.1307
31 C 5.090 2.244 1.543  -0.2608
32 C -1.017 5.028 -2.117  -0.2220
33 C 2.145 2.147 3.850  -0.2810
34 C 0.574 -1.862 1.766  -0.0966
35 C 1.854 -3.846 2.363  -0.1061
36 C 0.224 -3.713 -1.826  -0.0447
37 C -1.464 6.012 -2.999  -0.1662
38 C -1.528 -1.688 -0.415  -0.1267
39 C 1.547 -1.592 0.802  -0.0252
40 C 2.627 -2.433 0.604  -0.0844
41 C -3.689 0.397 -1.039  0.0336
42 C -1.497 -1.402 3.100  -0.1458
43 C -1.510 -0.798 4.347  -0.0170
44 C 2.526 -2.782 -3.037  -0.1051
45 C -2.317 -1.285 5.370  -0.1029
46 C -1.755 -0.223 -3.819  -0.0308
47 C 3.607 2.296 3.481  -0.2595
48 C -3.133 -2.385 5.156  -0.1314
49 C 1.510 -1.904 -2.695  -0.0311
50 H -3.953 -1.332 -6.156  0.0818
51 H -1.125 -2.638 -0.062  0.1229
52 H 0.403 2.768 2.995  0.0399
53 H 3.955 3.319 3.733  0.1083
54 H 4.210 1.597 4.071  0.1103
55 H 1.963 -4.723 2.993  0.0859
56 H 1.169 8.110 -2.778  0.0683
57 H 1.308 4.019 3.568  0.0632
58 H 0.049 -3.250 3.322  0.1005
59 H 3.338 -2.207 -0.182  0.0957
60 H 1.588 -0.837 -2.868  0.1129
61 H -2.425 5.902 -3.499  0.0732
62 H -5.470 -0.375 0.939  0.0851
63 H -1.158 0.636 -3.539  0.1135
64 H 4.990 0.646 0.147  0.1087
65 H 3.098 2.539 1.555  0.0272
66 H -5.556 -1.562 -0.379  0.0833
67 H -2.597 0.664 -5.580  0.0915
68 H -4.206 0.074 -1.943  0.0904
69 H -1.021 7.907 -3.933  0.0696
70 H 3.426 -2.407 -3.512  0.0898
71 H 3.639 -4.229 1.228  0.0861
72 H -3.768 -2.764 5.950  0.0800
73 H -1.680 4.171 -1.976  0.0528
74 H -1.057 0.275 0.252  0.0143
75 H 4.347 3.283 -0.967  0.0741
76 H -2.690 0.741 -1.319  0.0849
77 H 1.923 6.390 -1.243  0.0439
78 H -0.872 0.069 4.468  0.1052
79 H -0.665 -4.110 -1.350  0.1049
80 H 2.037 2.241 4.940  0.1008
81 H -3.844 -3.336 -4.696  0.0864
82 H -2.420 -3.331 -2.698  0.1053
83 H -2.312 -0.796 6.340  0.0853
84 H 6.197 1.875 -0.271  0.0961
85 H 3.997 1.803 -1.573  0.0658
86 H 5.832 1.722 2.156  0.1103
87 H -4.818 -2.009 1.182  0.0771
88 H -2.347 -2.979 1.916  0.1208
89 H -4.231 1.232 -0.590  0.0886
90 H 1.786 1.159 3.551  0.0943
91 H 3.203 -4.827 -3.007  0.0837
92 H 1.422 -0.732 0.160  0.0581
93 H 1.134 -5.651 -1.918  0.0904
94 H 5.363 3.318 1.563  0.1117
95 H -3.778 -3.846 3.716  0.0892

=====

2.
# C41H46P2Pd

A structure of composition C41H46P2Pd in a non-equilibrium geometry (the ωB97M-V functional and the def2-TZVPD basis, the OMol25 dataset).

- HOMO-LUMO gap (alpha / beta) (eV) = 4.902 / 4.526
- calculated total energy (eV) = -65295.7133
- maximum force (eV Å⁻¹) = 2.7
- multiplicity = 5
- total charge = +2
- ΔE to the lowest compared entry with this formula, charge and spin (kcal per mole) = 0.0

Each line ends with the Löwdin charge.
Atoms and positions in Å:
1 Pd 0.285 3.886 1.225  0.7918
2 P -0.508 -3.414 -3.434  1.0684
3 P -2.425 -4.169 -1.564  1.0648
4 C 2.921 3.361 1.227  -0.0365
5 C 0.059 -4.127 -5.039  -0.3760
6 C -3.555 -2.787 0.551  -0.1079
7 C 1.117 -5.045 -5.129  -0.0854
8 C -0.049 9.177 2.858  -0.0519
9 C -0.613 -3.714 -6.211  -0.0959
10 C 1.479 1.293 1.968  -0.1836
11 C -1.572 -4.062 1.151  -0.0837
12 C -1.625 3.921 1.631  -0.2145
13 C 0.948 8.070 3.217  -0.6332
14 C -0.889 -5.163 -1.468  -0.3015
15 C -4.198 -7.705 -2.606  -0.0629
16 C -4.702 -7.346 -0.255  -0.0535
17 C 3.624 4.269 1.971  0.0115
18 C 0.343 5.720 1.996  -0.1049
19 C -3.658 -6.422 -2.688  -0.0987
20 C 1.597 -1.613 -4.010  -0.0635
21 C -1.862 -3.864 2.509  -0.0608
22 C 0.090 -4.720 -2.306  -0.2728
23 C 3.406 4.497 3.424  -0.1328
24 C -2.480 -3.618 0.180  -0.4031
25 C -3.603 -5.610 -1.535  -0.3478
26 C 0.981 -4.961 -7.545  -0.0491
27 C 0.682 2.287 2.784  -0.2321
28 C 2.340 8.465 2.691  -0.0474
29 C 2.653 3.315 4.124  -0.1568
30 C 0.563 -1.963 -3.124  -0.3442
31 C -4.243 -6.028 -0.363  -0.0749
32 C -2.962 -3.087 2.884  -0.0624
33 C 0.380 -1.198 -1.950  -0.0857
34 C 0.969 7.958 4.752  -0.0491
35 C 2.455 -0.016 -2.396  -0.0652
36 C 2.584 -0.708 -3.607  -0.0547
37 C 1.236 3.133 3.740  -0.0565
38 C 0.568 6.788 2.578  -0.0900
39 C 1.572 -5.462 -6.383  -0.0572
40 C -3.797 -2.531 1.903  -0.0662
41 C -4.674 -8.189 -1.376  -0.0525
42 C -0.125 -4.101 -7.457  -0.0606
43 C 1.306 -0.211 -1.607  -0.0774
44 C 2.832 1.862 1.512  -0.1575
45 H 0.531 3.767 4.298  0.1299
46 H 3.097 7.718 2.946  0.0677
47 H 3.612 1.573 2.240  0.1239
48 H -2.087 3.225 0.913  0.0105
49 H 1.643 -2.074 -5.000  0.1109
50 H 2.306 8.583 1.605  0.0912
51 H 3.464 -0.555 -4.239  0.1192
52 H 2.846 5.433 3.621  0.1143
53 H 3.234 0.676 -2.071  0.1030
54 H -0.485 -1.388 -1.307  0.0990
55 H 1.379 -5.243 -8.520  0.1174
56 H 0.876 0.994 1.097  0.0840
57 H -0.022 7.686 5.127  0.0906
58 H 1.705 7.233 5.108  0.0728
59 H -4.229 -8.344 -3.495  0.1174
60 H -0.080 9.324 1.779  0.0897
61 H 3.237 2.386 3.997  0.1191
62 H -5.065 -7.718 0.704  0.1161
63 H -5.022 -9.223 -1.295  0.1175
64 H 1.599 -5.436 -4.229  0.0916
65 H -1.811 3.642 2.682  0.0198
66 H 1.089 -5.154 -2.389  0.0783
67 H -1.884 4.969 1.430  0.0065
68 H -0.375 2.005 2.929  0.1076
69 H -4.335 -5.360 0.494  0.1036
70 H -3.230 -6.062 -3.626  0.1052
71 H 1.659 0.384 2.562  0.1382
72 H 2.651 9.422 3.123  0.0959
73 H 4.370 4.941 1.493  0.1590
74 H 2.629 3.623 0.188  0.1296
75 H 0.248 10.129 3.321  0.0963
76 H 2.401 -6.169 -6.434  0.1174
77 H 3.084 1.356 0.560  0.1160
78 H -4.199 -2.368 -0.224  0.1115
79 H -3.165 -2.906 3.942  0.1147
80 H -1.219 -4.323 3.263  0.1144
81 H -0.600 -3.727 -8.360  0.1143
82 H -1.502 -3.081 -6.126  0.1093
83 H 4.393 4.593 3.914  0.1423
84 H -4.644 -1.905 2.191  0.1142
85 H -0.856 -6.033 -0.795  0.1052
86 H 2.634 3.573 5.203  0.1400
87 H -1.043 8.923 3.230  0.0910
88 H -0.662 -4.593 0.857  0.0966
89 H 1.153 0.410 -0.720  0.0671
90 H 1.227 8.930 5.189  0.0942

=====

3.
# C41H47BHgN14SSe

A structure of composition C41H47BHgN14SSe (the ωB97M-V functional and the def2-TZVPD basis, the OMol25 dataset).

- HOMO-LUMO gap (alpha / beta) (eV) = 3.760 / 4.263
- calculated total energy (eV) = -145174.4658
- maximum force (eV Å⁻¹) = 0.6
- total charge = -2
- ΔE to the lowest compared entry with this formula, charge and spin (kcal per mole) = 26.5

Each line ends with the Löwdin charge.
Atoms and positions in Å:
1 Hg 0.121 0.328 0.205  0.7723
2 Se -1.384 2.462 -0.265  0.5588
3 S 1.632 1.964 -1.013  0.4349
4 N 1.031 1.760 2.430  0.0410
5 N 0.420 -2.407 -1.114  0.0984
6 N 5.321 0.943 -3.347  -0.0476
7 N 5.454 1.281 -1.251  -0.0327
8 N -1.708 -1.171 0.933  0.0628
9 N -3.086 -4.022 -1.143  -0.0212
10 N -4.540 3.256 1.301  -0.1804
11 N -2.217 -2.333 0.438  0.0240
12 N 1.301 -0.914 2.282  0.0282
13 N -0.552 -3.346 -1.164  0.0068
14 N -2.344 -1.869 -2.129  0.0080
15 N -2.896 -5.328 -1.421  0.1197
16 N -1.619 -0.746 -2.319  0.1201
17 N -4.978 2.281 -0.528  -0.1766
18 C 1.352 -2.238 2.312  -0.1941
19 C 6.635 2.004 -1.743  -0.1698
20 C 2.926 2.037 3.897  -0.0632
21 C -3.030 -1.014 -4.045  -0.0559
22 C 2.862 -2.308 -1.334  -0.0522
23 C -4.401 -3.770 -0.966  -0.1341
24 C -2.019 -0.218 -3.466  -0.3737
25 C -4.245 -7.362 -1.684  -0.0555
26 C -0.544 6.526 -2.201  -0.1383
27 C 1.558 4.725 -2.357  -0.0940
28 C -2.812 -2.223 2.571  -0.0325
29 C -4.826 1.402 -1.669  -0.0462
30 C 0.769 3.045 2.593  -0.1935
31 C 4.687 0.714 -2.185  -0.1490
32 C -1.686 0.079 3.050  -0.0548
33 C -3.199 -2.054 -3.166  -0.1025
34 C -0.016 -4.572 -1.352  -0.0928
35 C 2.262 -0.200 2.976  -0.2510
36 C 3.356 -0.902 3.563  -0.0694
37 C 0.271 3.055 -1.028  -1.0891
38 C 2.329 -2.983 2.954  -0.1215
39 C -5.789 3.400 -0.486  -0.0921
40 C -4.092 -5.896 -1.420  -0.3732
41 C 0.625 6.897 -2.869  -0.1563
42 C 2.091 1.210 3.092  -0.2572
43 C -1.437 1.034 -4.031  -0.0434
44 C 1.500 3.900 3.409  -0.1134
45 C -2.867 -2.983 1.429  -0.0939
46 C -5.510 4.021 0.680  -0.0948
47 C -2.073 -1.089 2.206  -0.3625
48 C 2.624 3.364 4.059  -0.1335
49 C 1.566 -3.036 -1.301  -0.3739
50 C 3.387 -2.268 3.556  -0.1374
51 C 1.668 5.971 -2.938  -0.1398
52 C -3.821 3.633 2.499  -0.0541
53 C -0.672 5.282 -1.621  -0.0950
54 C -4.174 2.177 0.559  -0.1499
55 C 1.348 -4.421 -1.443  -0.0511
56 C -5.092 -4.947 -1.136  -0.0396
57 C 0.384 4.326 -1.656  -0.3782
58 C 6.548 1.750 -3.255  -0.1767
59 B -2.015 -2.895 -1.008  -0.6212
60 H -0.074 3.425 2.022  0.0470
61 H -4.364 4.417 3.027  0.0757
62 H 4.176 -0.353 4.010  0.0777
63 H -2.823 3.987 2.232  0.0668
64 H 6.457 2.678 -3.824  0.0984
65 H 1.215 4.938 3.520  0.0724
66 H 2.308 -4.065 2.943  0.0718
67 H 0.720 7.877 -3.322  0.0698
68 H 3.686 -3.009 -1.471  0.0658
69 H 2.883 -1.572 -2.135  0.0486
70 H -3.706 2.764 3.144  0.0782
71 H 4.222 -2.797 4.003  0.0809
72 H 2.088 -5.188 -1.610  0.0798
73 H -3.854 -2.904 -3.232  0.1012
74 H -5.917 4.924 1.104  0.0966
75 H -6.482 3.659 -1.268  0.0983
76 H -1.366 7.232 -2.129  0.0824
77 H -1.730 0.992 2.455  0.0273
78 H 3.026 -1.763 -0.404  0.0637
79 H 4.924 0.672 -4.225  0.1045
80 H -0.659 -0.031 3.401  0.0525
81 H -1.770 1.909 -3.471  0.0499
82 H 2.586 6.239 -3.454  0.0816
83 H 5.140 1.354 -0.299  0.1135
84 H -1.738 1.151 -5.074  0.0641
85 H 7.550 1.595 -1.309  0.0963
86 H -3.550 -0.848 -4.975  0.0818
87 H -0.643 -5.441 -1.417  0.0791
88 H -4.652 0.386 -1.320  0.0815
89 H 3.248 3.992 4.687  0.0824
90 H 0.557 -2.745 1.770  0.0925
91 H -6.157 -5.103 -1.067  0.0866
92 H -4.751 -2.778 -0.732  0.1302
93 H -5.722 1.437 -2.289  0.0795
94 H 2.374 4.017 -2.426  0.0507
95 H 7.411 1.199 -3.635  0.0940
96 H -2.354 0.165 3.909  0.0703
97 H -3.765 -7.948 -0.899  0.0674
98 H -3.249 -2.448 3.529  0.0880
99 H 6.582 3.066 -1.496  0.1028
100 H -3.779 -7.635 -2.632  0.0673
101 H -5.300 -7.632 -1.722  0.0625
102 H -3.956 1.698 -2.257  0.0647
103 H -0.349 1.018 -3.966  0.0758
104 H -3.334 -3.938 1.264  0.1103
105 H -1.581 5.004 -1.104  0.0457
106 H 3.786 1.617 4.403  0.0761